1.
A structure of composition C31H56Cl30O4 at a distorted geometry, computed with ωB97M-V/def2-TZVPD.

Structure (XYZ):
```
121
Properties=species:S:1:pos:R:3:forces:R:3:mulliken_charge:R:1
C 0.414450 -1.876874 2.131623 -3.695 9.329 -4.025 -1.264
C 0.074378 -0.518545 1.858476 0.802 -8.817 2.058 -0.589
C -0.695718 0.960262 1.710773 -0.031 -1.996 -1.793 2.037
C -2.311284 0.774512 1.480537 -1.441 -0.670 0.153 -0.032
C -2.870030 -0.754695 1.702352 -1.037 -0.073 -0.650 -0.555
C -2.720439 -1.714784 0.341269 -0.643 -0.170 1.131 -0.165
C -3.695292 -1.180150 -0.863853 -0.348 -1.420 0.368 -0.038
C -4.148325 -2.526711 -1.736524 0.417 0.139 -0.164 -0.909
C -0.043893 1.669403 0.387141 1.378 -0.623 -0.235 -0.055
C -0.277144 0.829726 -1.023907 -0.761 0.554 -0.357 0.893
C 0.855254 1.166524 -2.175136 -0.009 0.066 0.600 0.273
C 2.178355 0.168693 -1.996314 -1.389 -0.190 -1.125 -0.091
C 2.391237 -0.651260 -3.437385 1.528 1.821 1.426 0.046
O 1.786728 -1.989680 -3.224535 1.709 -1.347 -3.983 -0.025
C 2.225651 -2.934908 -4.262752 4.620 -0.708 -1.993 0.427
C 1.097699 -3.977580 -4.921845 0.678 0.353 0.929 -0.832
O 3.504904 -3.053710 -4.713011 -7.872 1.275 3.159 -0.546
O -0.446980 1.646090 2.986132 -0.262 3.486 -1.346 -0.403
C -0.651183 3.095502 2.911293 -4.489 2.645 -0.499 0.640
O -1.803743 3.743807 2.733679 6.937 -4.529 0.949 -0.503
H 0.511954 -3.057937 2.273227 -0.631 3.416 -1.841 0.290
H -2.668005 1.095505 0.387376 1.213 -0.669 2.384 -0.454
H -2.956361 1.463350 2.212131 1.954 -1.331 -1.455 0.411
H -2.478347 -1.284523 2.676530 -0.468 1.166 -2.056 0.112
H -4.049639 -0.649562 1.854260 2.519 -0.186 -0.287 0.272
H -3.144148 -2.778838 0.667685 0.887 2.203 -0.728 0.287
H -1.602537 -1.886312 0.040936 -2.169 0.540 0.426 0.098
H -3.204622 -0.388341 -1.576602 -0.928 -1.487 1.509 0.082
H -4.676795 -0.762725 -0.338498 2.224 -0.520 -1.363 0.137
H -3.245803 -3.303061 -1.795352 -1.858 1.793 0.041 0.223
H -4.438364 -2.199055 -2.828350 0.449 -0.819 2.126 0.327
H -5.043732 -3.100184 -1.222774 1.856 1.332 -1.108 0.152
H -0.471373 2.760562 0.158100 1.265 -3.786 1.589 -0.560
H 1.139797 1.689765 0.540045 -2.432 0.176 -0.123 0.272
H -0.292735 -0.331413 -0.893722 -0.039 2.191 0.029 -0.164
H -1.347729 1.181631 -1.417881 2.446 -1.004 0.719 -0.481
H 1.182974 2.286902 -2.090966 -0.595 -1.999 -0.157 0.259
H 0.365960 1.033089 -3.243665 1.063 0.136 2.286 -0.481
H 1.879257 -0.631139 -1.192674 0.924 1.509 -1.445 0.101
H 3.143789 0.759870 -1.698813 -1.952 -1.269 -0.583 0.062
H 1.918542 -0.063776 -4.345356 0.723 -1.518 1.944 -0.008
H 3.552646 -0.679542 -3.610988 -2.310 -0.585 0.138 0.132
H 0.317014 -3.417697 -5.601357 1.622 -0.996 1.597 0.176
H 1.703466 -4.748709 -5.584179 -1.284 1.718 1.619 0.288
H 0.553352 -4.500063 -4.006775 1.042 1.064 -2.099 0.260
H 0.313023 3.777343 3.086185 -1.863 -1.951 -0.258 -0.051
C -2.288681 4.347611 -1.738108 -0.235 0.146 -0.373 0.334
Cl -0.867179 4.286318 -0.688950 -0.469 2.144 -1.072 -0.103
Cl -3.216228 2.845868 -1.640918 -0.264 0.125 -0.165 -0.146
H -2.924989 5.179615 -1.426824 0.402 -0.816 -0.067 -0.356
H -1.962837 4.498299 -2.770154 0.035 -0.170 0.260 0.352
C -6.294791 -3.328736 2.444203 -0.295 -0.072 0.099 0.320
Cl -6.219928 -2.262571 1.036068 -0.268 -0.053 0.153 -0.213
Cl -4.674045 -3.733860 3.022201 -0.036 -0.089 0.111 -0.168
H -6.841916 -2.823829 3.244039 0.266 -0.055 -0.284 0.334
H -6.813737 -4.249281 2.166192 0.262 0.325 -0.001 -0.345
C -8.196126 -6.606227 3.974426 -0.076 -0.310 0.260 -0.293
Cl -7.692922 -6.829850 2.294564 -0.009 -0.182 0.034 -0.145
Cl -8.267278 -4.890468 4.394107 -0.208 -0.171 0.283 -0.117
H -9.186522 -7.047268 4.110854 0.228 0.219 -0.129 0.287
H -7.477275 -7.103343 4.630267 -0.105 0.227 -0.233 0.304
C -0.468871 0.840229 -6.507541 0.067 0.231 -0.332 -0.425
Cl -0.040341 -0.811715 -6.046462 -0.037 0.022 -0.145 -0.070
Cl -1.435316 1.621197 -5.250124 -0.062 0.073 -0.093 -0.099
H 0.447225 1.415730 -6.661100 -0.203 -0.184 0.164 0.232
H -1.046818 0.812245 -7.434469 0.084 -0.065 0.321 0.353
C 4.791987 -4.176803 -1.510544 0.085 0.202 -0.367 0.267
Cl 5.220518 -5.828748 -1.049464 0.066 -0.082 -0.042 -0.186
Cl 3.825543 -3.395836 -0.253126 -0.033 0.143 -0.040 -0.118
H 5.708083 -3.601302 -1.664102 -0.297 -0.258 0.179 -0.035
H 4.214040 -4.204787 -2.437471 0.117 -0.014 0.274 -0.007
C 5.287116 1.947021 -3.582650 0.295 -0.165 0.063 0.497
Cl 4.693864 2.882954 -2.205248 0.149 0.087 0.037 -0.158
Cl 4.126717 1.972312 -4.916012 0.051 -0.009 -0.117 -0.142
H 6.231588 2.377118 -3.924711 -0.323 -0.007 0.068 0.351
H 5.445158 0.912545 -3.268195 -0.193 0.360 -0.106 -0.529
C 7.519430 -2.039897 -3.904485 0.253 0.042 -0.458 -0.357
Cl 7.947961 -3.691842 -3.443404 -0.022 0.266 -0.157 -0.091
Cl 6.552986 -1.258930 -2.647067 0.006 0.085 0.082 -0.157
H 8.435526 -1.464396 -4.058043 -0.234 -0.149 0.183 0.388
H 6.941484 -2.067881 -4.831412 0.011 -0.067 0.336 0.231
C 2.398250 5.522762 4.970255 -0.254 -0.005 0.366 -0.314
Cl 3.950251 6.049387 5.632914 -0.086 -0.012 0.036 -0.158
Cl 2.489739 5.325354 3.215922 -0.102 -0.040 -0.085 -0.181
H 2.124633 4.566242 5.422158 0.181 0.199 -0.192 0.291
H 1.638598 6.272394 5.204734 0.276 -0.128 -0.151 0.324
C 0.972980 -2.639618 5.738694 0.591 -0.028 0.533 -0.360
Cl -0.473574 -3.594289 6.086891 -0.087 -0.183 -0.257 -0.167
Cl 1.346466 -2.657822 4.010920 1.253 -0.416 3.283 -0.156
H 0.802852 -1.607648 6.055095 -0.063 -0.269 -0.247 0.241
H 1.817765 -3.060016 6.289695 -0.290 0.027 -0.063 0.394
C 5.452188 7.265949 1.745752 -0.084 -0.427 0.117 0.134
Cl 5.955392 7.042324 0.065890 -0.029 -0.081 0.047 -0.151
Cl 5.381036 8.981707 2.165433 0.071 -0.086 0.289 -0.186
H 4.461793 6.824907 1.882180 0.267 0.235 -0.092 -0.099
H 6.171039 6.768832 2.401594 -0.126 0.237 -0.202 0.296
C 8.516539 -7.407721 -4.830190 -0.190 -0.175 -0.205 -0.314
Cl 7.693745 -6.834815 -3.374187 -0.096 -0.337 -0.061 -0.082
Cl 10.211065 -6.904293 -4.843010 0.033 -0.044 -0.108 -0.151
H 8.469339 -8.499019 -4.859411 0.081 0.306 0.111 0.303
H 8.015603 -6.993053 -5.708320 0.168 0.009 0.286 0.256
C -10.745125 -4.646364 0.316053 -0.095 -0.237 -0.262 -0.340
Cl -11.567918 -4.073458 1.772056 -0.082 -0.062 -0.016 -0.158
Cl -9.050599 -4.142936 0.303233 -0.088 0.046 -0.175 -0.058
H -10.792324 -5.737663 0.286831 0.072 0.292 0.122 0.261
H -11.246061 -4.231696 -0.562077 0.174 0.002 0.292 0.308
C -3.897143 7.186280 0.629241 0.082 0.103 0.514 -0.164
Cl -5.343697 6.231608 0.977438 0.099 0.065 0.046 -0.142
Cl -3.523657 7.168075 -1.098532 -0.187 0.930 0.054 -0.181
H -4.067271 8.218249 0.945641 -0.033 -0.274 -0.217 0.304
H -3.052358 6.765882 1.180242 -0.220 -0.034 -0.224 0.199
C -1.167737 -2.733957 9.541713 -0.279 -0.247 -0.174 -0.253
Cl 0.149147 -1.884624 8.723420 0.051 0.216 0.360 -0.141
Cl -1.159547 -2.398438 11.277335 -0.079 -0.066 -0.018 -0.162
H -2.120231 -2.403913 9.120002 0.311 0.028 0.131 0.292
H -1.048255 -3.808983 9.386655 0.094 0.313 0.064 0.268
C 3.570542 11.209102 0.155493 -0.010 -0.177 0.304 0.276
Cl 4.233248 12.841330 0.007811 0.009 0.035 0.110 -0.166
Cl 3.136190 10.553284 -1.427624 -0.041 -0.108 0.054 -0.159
H 4.320383 10.560968 0.615573 -0.238 0.289 -0.346 -0.217
H 2.677077 11.243436 0.783620 0.186 0.074 -0.261 0.274
```
Positions in Å, forces in eV/Å.

Calculated values
- maximum force (eV Å⁻¹) = 10.811
- energy (eV) = -416903.466
- orbital gap (eV) = 8.46
- highest occupied orbital energy (hartree) = -0.3010

2.
A structure of composition C31H56N3O2P2Pb at a distorted geometry, computed with ωB97M-V/def2-TZVPD.

Structure (XYZ):
```
95
Properties=species:S:1:pos:R:3:forces:R:3:mulliken_charge:R:1
C 2.420813 -0.775133 1.198292 1.107 -0.036 0.520 0.104
C 1.363214 1.320424 1.490884 -1.312 0.958 -0.468 0.172
C 3.496667 -0.395623 1.998620 -0.401 -1.307 -0.787 -0.869
C 2.383721 1.673736 2.423043 1.317 -0.382 0.549 -1.313
C 3.445753 0.828974 2.668406 -0.798 0.989 -0.005 -0.861
H 4.327949 -1.091611 2.109210 -0.140 0.279 0.017 0.458
H 2.328675 2.653392 2.899113 0.033 -0.328 -0.147 0.463
H 4.245005 1.112424 3.350454 -0.204 -0.002 -0.103 0.401
N 1.344409 0.011535 1.028663 -0.983 -0.172 -0.517 0.955
P 0.972018 -2.960337 0.034559 0.709 -0.359 0.098 -0.022
P -1.018947 2.666537 0.252688 -1.558 -0.597 -0.064 0.059
C 2.544891 -2.110483 0.439701 0.445 0.286 -0.009 -0.962
H 3.104480 -1.945488 -0.499110 -0.280 0.107 0.399 0.655
H 3.168281 -2.791817 1.041003 -0.195 0.306 -0.263 0.196
C -3.180142 -0.584065 -1.708891 -2.424 0.948 -1.976 0.188
O -4.029663 -0.182941 -2.359967 1.899 -0.834 1.498 -0.202
C 0.481057 2.376253 1.113325 0.489 -0.192 2.060 -0.567
H 0.682978 3.261330 1.745922 0.210 -0.470 -0.267 0.276
C -0.612556 4.444217 -0.499854 -0.570 -0.647 0.505 2.125
C -2.572229 2.764243 1.467464 1.003 0.615 -0.256 2.409
C 1.077968 -3.693776 -1.730921 0.116 -0.148 0.538 2.492
C 0.879013 -4.218344 1.442906 -0.084 -0.157 -0.398 1.864
C -1.168143 4.361399 -1.929854 0.036 0.271 0.006 -1.500
H -2.263890 4.274122 -1.943363 0.281 -0.068 0.040 0.349
H -0.898775 5.272778 -2.483707 -0.060 -0.119 0.017 0.538
H -0.742857 3.498833 -2.458971 -0.245 0.225 0.149 0.010
C -1.235563 5.622714 0.252476 0.060 0.351 -0.214 -1.956
H -2.327827 5.575682 0.316836 0.371 0.050 0.033 0.316
H -0.814818 5.736476 1.259934 -0.107 -0.065 -0.283 0.357
H -0.987781 6.544204 -0.300092 -0.061 -0.145 0.117 0.493
C 0.902293 4.672225 -0.540434 0.016 -0.019 -0.162 -1.745
H 1.117427 5.496110 -1.237902 -0.088 -0.076 0.144 0.638
H 1.312860 4.955043 0.436000 -0.113 -0.174 -0.204 0.362
H 1.432173 3.781816 -0.893887 -0.032 0.334 0.281 0.092
C -3.785017 3.307362 0.690700 0.077 -0.025 0.128 -1.664
H -4.039812 2.643153 -0.146720 0.071 0.114 0.129 0.258
H -4.650707 3.340124 1.371349 0.143 0.015 -0.187 0.496
H -3.642111 4.315278 0.289775 -0.060 -0.288 0.106 0.273
C -2.954782 1.364155 1.962175 0.112 0.002 -0.021 -1.979
H -3.224061 0.690716 1.136799 0.097 0.105 -0.007 -0.122
H -2.170447 0.888329 2.562684 0.007 0.111 -0.136 0.301
H -3.850259 1.448641 2.602009 0.239 0.024 -0.127 0.692
C -2.213280 3.615476 2.681985 -0.478 0.092 0.368 -1.876
H -2.019970 4.662391 2.431620 -0.085 -0.305 0.067 0.294
H -3.058144 3.597270 3.388097 0.183 0.088 0.037 0.563
H -1.332343 3.212468 3.198423 -0.163 0.058 -0.123 0.299
C -0.427975 -5.008972 1.270743 -0.035 -0.120 0.132 -1.488
H -0.467206 -5.786154 2.047571 -0.091 0.136 -0.190 0.527
H -1.304513 -4.357712 1.397440 0.203 -0.108 -0.057 0.017
H -0.500279 -5.505557 0.292739 0.028 0.097 0.297 0.254
C 0.838041 -3.430593 2.764303 -0.146 0.168 -0.026 -1.577
H 1.743409 -2.828094 2.915936 -0.208 -0.124 -0.017 0.278
H -0.042397 -2.774488 2.819789 0.319 -0.139 -0.021 0.080
H 0.775648 -4.153361 3.591514 0.025 0.139 -0.195 0.603
C 2.078298 -5.181408 1.501020 -0.074 -0.238 -0.010 -1.644
H 1.925120 -5.838617 2.371214 0.093 0.168 -0.198 0.533
H 2.157230 -5.824939 0.618844 -0.013 0.178 0.289 0.346
H 3.036968 -4.668859 1.649202 -0.251 -0.105 -0.032 0.288
C 1.995859 -2.828925 -2.610368 -0.072 0.031 0.001 -2.257
H 3.057882 -2.955961 -2.355088 -0.334 0.065 -0.046 0.360
H 1.869476 -3.150043 -3.656568 0.030 0.100 0.273 0.628
H 1.740542 -1.761086 -2.556729 0.061 -0.270 0.056 0.247
C -0.352235 -3.664639 -2.311974 0.107 -0.081 0.027 -1.647
H -0.753001 -2.640705 -2.386367 0.131 -0.236 0.002 0.205
H -0.317824 -4.080900 -3.328591 -0.095 0.092 0.207 0.549
H -1.052648 -4.271958 -1.720678 0.158 0.164 -0.117 0.275
C 1.608642 -5.132925 -1.745025 -0.038 -0.126 -0.376 -2.104
H 2.650999 -5.190590 -1.403059 -0.319 0.018 -0.035 0.389
H 0.986541 -5.825491 -1.163252 0.220 0.214 -0.154 0.391
H 1.587492 -5.481879 -2.789236 0.050 0.013 0.232 0.526
Pb -0.801399 -0.861750 0.034987 0.354 1.278 1.220 1.371
N 0.206955 0.884337 -1.364232 2.661 2.776 -2.212 0.011
C 0.883093 1.722579 -1.855125 -1.344 -3.940 -1.151 -0.573
C 1.659049 2.018815 -3.162989 0.295 0.810 0.399 2.574
C 2.482395 3.295611 -3.120347 0.182 0.387 -0.090 -2.032
C 2.624533 0.862270 -3.388984 0.169 -0.623 0.202 -1.766
C 0.651546 2.109955 -4.306422 -0.570 -0.076 -0.085 -1.654
H 1.857167 4.180865 -2.991897 0.122 -0.110 0.039 0.292
H 3.228225 3.247660 -2.322257 -0.085 0.144 -0.047 0.429
H 3.015633 3.407777 -4.074558 -0.136 -0.109 0.224 0.529
H 2.083705 -0.068900 -3.582134 0.072 0.158 0.029 0.319
H 3.268656 1.060636 -4.257813 -0.244 0.087 0.249 0.508
H 3.265632 0.721353 -2.508735 -0.081 -0.015 -0.221 0.405
H 1.179264 2.171789 -5.266767 0.022 -0.014 0.287 0.455
H -0.002604 1.231108 -4.328680 0.116 0.114 -0.027 0.237
H 0.019349 3.000102 -4.213259 0.171 -0.202 -0.078 0.497
C -4.197255 -2.508446 1.606364 -0.331 -0.231 -0.268 -1.146
C -3.058993 -2.224214 2.534490 1.684 0.698 0.327 0.716
N -3.281015 -2.500100 3.831695 -0.105 -0.002 -0.161 -0.396
O -1.942363 -1.750384 2.185621 -1.755 -0.876 0.342 -0.471
H -4.840578 -3.287558 2.042090 0.129 0.269 -0.279 0.523
H -3.828908 -2.855460 0.631228 -0.080 0.176 0.302 0.134
H -4.807580 -1.602167 1.460764 0.300 -0.246 0.044 0.293
H -2.559264 -2.296282 4.512529 -0.213 -0.014 -0.171 0.254
H -4.176832 -2.855950 4.139607 0.339 0.114 0.005 0.199
```
Positions in Å, forces in eV/Å.

Calculated values
- maximum force (eV Å⁻¹) = 4.436
- energy (eV) = -65439.417
- energy above the lowest of the compared OMol25 structures with the same formula, charge and spin (kcal per mole) = 0.0
- orbital gap (eV) = 5.55
- total charge = +1
- highest occupied orbital energy (hartree) = -0.3060